Below is a structure of composition C30H37Cl5GeI2N2O5SSi3Sn at a distorted geometry, with properties calculated with ωB97M-V/def2-TZVPD.

## Properties
- total charge = +1
- DFT total energy (a.u.) = -8105.0774
- energy above the lowest of the compared OMol25 structures with the same formula, charge and spin (kcal/mol) = 109.7
- HOMO energy (alpha / beta) (eV) = -9.07 / -9.07
- multiplicity = 2

Element x y z (Å)
Sn  -1.1515  0.5611  0.7751
I  -4.7633  4.2706  1.7790
C  -2.6971  4.4681  2.0966
C  -2.1714  5.6343  2.6432
C  -0.8211  5.7632  2.8547
I  -0.1006  7.5625  3.6918
C  0.0629  4.7178  2.5123
C  1.4592  4.7608  2.6684
C  2.2279  3.6871  2.2942
C  1.5918  2.5564  1.7769
N  0.2906  2.4828  1.6127
C  -0.4870  3.5251  1.9610
C  -1.8941  3.3854  1.7428
O  -2.4082  2.3156  1.2281
H  -2.8387  6.4427  2.9017
H  1.9180  5.6482  3.0772
H  3.3004  3.7102  2.4044
H  2.1569  1.6816  1.4716
Cl  -4.5516  -5.4115  3.7105
C  -3.6775  -3.9624  3.4341
C  -3.8123  -3.2797  2.2254
Cl  -4.8622  -3.8820  1.0122
C  -3.0709  -2.1281  2.0071
Cl  -3.2429  -1.2712  0.5283
C  -2.1875  -1.5947  2.9606
O  -1.4228  -0.5755  2.7191
C  -2.1398  -2.2649  4.2037
Cl  -1.2058  -1.5681  5.4604
C  -2.8396  -3.4429  4.4259
Cl  -2.6629  -4.2784  5.9113
C  3.4070  2.2106  -1.1457
Si  3.0908  0.4225  -1.7614
C  4.7025  -0.6106  -1.8230
C  2.3009  0.4572  -3.5067
Ge  1.8486  -1.0906  -0.1370
Si  2.6542  -1.6351  2.2351
C  3.5325  -0.1810  3.1103
C  1.2065  -2.3531  3.2273
C  3.9610  -2.9467  1.7429
Si  0.6775  -3.0198  -1.2671
C  -0.3334  -3.9447  0.0602
C  2.1680  -4.0465  -1.8961
C  -0.4665  -2.5532  -2.7235
H  3.9275  2.7876  -1.9056
H  4.0280  2.2277  -0.2552
H  2.4846  2.7382  -0.9173
H  5.4432  -0.1785  -2.4894
H  4.4956  -1.6170  -2.1798
H  5.1573  -0.6949  -0.8388
H  3.0515  0.7343  -4.2429
H  1.4923  1.1750  -3.6131
H  1.9179  -0.5186  -3.7950
H  2.8276  0.5405  3.5123
H  4.2252  0.3384  2.4530
H  4.1101  -0.5602  3.9496
H  0.4820  -1.5781  3.4553
H  1.5408  -2.7631  4.1760
H  0.6857  -3.1420  2.6931
H  4.6884  -2.5487  1.0393
H  3.4939  -3.8160  1.2880
H  4.5088  -3.2918  2.6142
H  0.3017  -4.4109  0.8070
H  -0.9312  -4.7310  -0.3914
H  -1.0194  -3.2773  0.5772
H  2.8610  -4.2924  -1.0953
H  2.7225  -3.5114  -2.6633
H  1.8352  -4.9828  -2.3351
H  -1.4736  -2.3474  -2.3749
H  -0.5439  -3.3871  -3.4160
H  -0.1273  -1.6929  -3.2924
N  -0.7157  1.9253  -1.7168
C  -1.7544  1.6655  -2.6653
C  -2.1253  2.6084  -3.6184
C  -3.1105  2.3065  -4.5484
C  -3.6984  1.0700  -4.4861
C  -3.3866  0.1275  -3.5398
C  -2.3946  0.4344  -2.6232
S  -4.9501  0.6632  -5.8022
O  -5.1890  -0.7373  -5.5702
O  -4.1637  1.0064  -6.9634
O  -5.9841  1.5877  -5.4077
H  -0.5589  2.9256  -1.6574
H  0.1578  1.5044  -2.0264
H  -1.6437  3.5762  -3.6388
H  -3.4008  3.0041  -5.3165
H  -3.9043  -0.8155  -3.5294
H  -2.1116  -0.2753  -1.8552

Cartesian forces, eV/Å:
Sn 0.76 -0.59 0.40
I 0.85 0.18 0.14
C -2.05 0.96 0.17
C -0.43 -0.05 -0.06
C 0.07 1.35 0.55
I -0.35 -0.71 -0.34
C 0.35 -1.34 -0.52
C -0.06 -0.04 -0.06
C -0.17 0.00 0.03
C 0.27 -0.14 -0.10
N -0.73 0.03 0.17
C 1.51 0.45 0.36
C -0.56 -1.92 -0.91
O 1.01 0.60 0.60
H -0.05 0.01 0.01
H 0.05 0.05 0.04
H 0.08 -0.05 -0.01
H 0.05 0.03 0.05
Cl 0.00 -0.03 -0.02
C -0.02 0.08 -0.05
C -0.05 -0.27 0.24
Cl 0.02 0.07 -0.07
C 0.14 -0.11 0.65
Cl -0.31 0.23 -0.69
C -0.44 -0.78 0.08
O 0.44 1.72 -0.95
C -0.08 0.07 -0.19
Cl 0.12 0.17 0.19
C -0.08 -0.02 -0.20
Cl -0.03 0.04 0.02
C -0.21 -0.77 -0.02
Si 0.30 0.13 -0.46
C -0.71 0.25 0.29
C 0.10 -0.15 0.87
Ge -0.06 -0.06 -0.09
Si 0.19 -0.32 0.03
C -0.50 -0.42 -0.45
C 0.56 0.43 -0.49
C -0.62 0.55 -0.08
Si -0.37 -0.58 -0.32
C 0.52 0.46 -0.34
C -0.35 0.60 0.42
C 0.53 0.09 0.70
H 0.07 -0.05 -0.24
H 0.12 -0.08 0.19
H -0.19 0.04 -0.03
H 0.00 0.21 -0.16
H -0.05 -0.15 -0.07
H 0.08 0.01 0.15
H 0.26 0.06 0.02
H -0.16 0.09 0.04
H -0.04 -0.13 0.00
H -0.16 0.09 0.06
H 0.10 0.03 -0.16
H 0.05 -0.19 0.11
H 0.01 0.13 -0.06
H 0.25 -0.06 0.14
H 0.00 -0.11 -0.17
H 0.11 0.07 -0.09
H -0.10 -0.13 -0.06
H 0.03 0.02 0.27
H 0.16 -0.07 0.12
H -0.07 -0.11 -0.24
H -0.08 0.14 0.05
H 0.10 -0.04 0.13
H 0.04 0.11 -0.12
H -0.24 -0.11 -0.04
H -0.12 0.08 0.10
H 0.13 -0.25 -0.02
H 0.03 0.14 -0.07
N 0.39 0.20 0.83
C -0.60 -0.22 -0.46
C 0.00 0.08 0.00
C 0.68 0.22 0.69
C -1.51 -0.87 -1.53
C 0.55 0.21 0.48
C 0.04 0.19 0.26
S 2.07 0.86 2.03
O -0.53 -0.63 -0.30
O -0.41 -0.05 -0.82
O -0.88 0.09 -0.52
H 0.10 0.04 -0.02
H -0.03 0.07 0.06
H 0.18 0.14 0.02
H -0.05 0.08 -0.10
H -0.12 -0.20 -0.10
H 0.11 -0.17 0.07